{"formula": "C6H12N6", "method": "the ωB97M-V functional and the def2-TZVPD basis", "spin_multiplicity": 1, "largest_force_ev_per_a": 5.46, "charge": 2, "lumo_ev": -7.33, "elements": ["C", "C", "C", "C", "C", "C", "N", "N", "N", "N", "N", "N", "H", "H", "H", "H", "H", "H", "H", "H", "H", "H", "H", "H"], "coordinates": [[-3.6212, -0.5380, -0.4818], [-2.1848, 1.2794, 0.0454], [-1.2985, 1.6642, 0.9264], [-2.3170, -0.0181, -0.6105], [-1.3200, -0.6360, -1.2452], [0.6103, 0.1681, 0.5928], [-4.5666, -1.1521, -0.3336], [-0.3385, 0.6701, 1.3344], [1.1480, -1.0038, 0.9653], [1.1326, 0.8826, -0.3858], [2.4223, -1.5489, 0.5212], [2.2463, 0.4194, -1.1375], [-2.8834, 2.0151, -0.2659], [-1.3084, 2.6055, 1.3677], [-1.3766, -1.6237, -1.5820], [-0.2886, -0.4104, -1.1726], [0.6852, -1.2172, 1.9757], [0.7077, 1.7389, -0.5972], [3.0158, -1.5574, 1.2522], [2.6598, -0.6499, -0.4750], [2.2647, -2.5520, 0.1777], [-0.5595, 0.2098, 2.2779], [3.1210, 0.9500, -1.0804], [2.0494, 0.3043, -2.0689]]}

{"formula": "C15H23IN5V", "method": "the ωB97M-V functional and the def2-TZVPD basis", "spin_multiplicity": 2, "largest_force_ev_per_a": 2.32, "charge": 1, "lumo_ev": [-2.96, -3.05], "elements": ["V", "N", "C", "C", "C", "C", "N", "H", "H", "H", "H", "H", "H", "H", "H", "H", "H", "H", "H", "N", "C", "C", "C", "C", "C", "N", "C", "C", "C", "C", "C", "N", "H", "H", "H", "H", "H", "H", "H", "H", "H", "I", "C", "H", "H"], "coordinates": [[1.0107, -0.0072, -0.1387], [0.7975, 1.4563, -1.9356], [-0.2955, 2.3708, -2.3127], [-1.3725, 1.7147, -3.1728], [-2.1471, 0.5866, -2.4814], [-1.5081, -0.8006, -2.6308], [-0.7536, -1.2010, -1.4344], [1.6186, 2.0324, -1.7386], [1.0374, 0.9089, -2.7663], [0.1021, 3.2271, -2.8776], [-0.7586, 2.7615, -1.4013], [-0.9301, 1.3445, -4.1009], [-2.0743, 2.5047, -3.4458], [-3.1476, 0.5484, -2.9142], [-2.2644, 0.8257, -1.4184], [-0.8208, -0.8095, -3.4812], [-2.2973, -1.5346, -2.8477], [-0.3613, -2.1278, -1.6063], [-1.4253, -1.3133, -0.6737], [-0.3839, -1.0551, 2.4714], [0.5263, -1.9442, 1.9419], [0.7128, -3.1702, 2.5953], [1.5629, -4.1099, 2.0472], [2.1981, -3.8110, 0.8413], [1.9659, -2.5822, 0.2666], [1.1641, -1.6426, 0.7999], [-0.6780, 0.2552, 2.1496], [-1.6940, 0.8950, 2.8722], [-1.9574, 2.2314, 2.6471], [-1.1320, 2.9252, 1.7633], [-0.1678, 2.2259, 1.0785], [0.0155, 0.8961, 1.1869], [-0.8675, -1.4016, 3.2913], [0.1906, -3.3721, 3.5181], [1.7179, -5.0594, 2.5334], [2.8569, -4.5243, 0.3704], [2.4371, -2.3145, -0.6781], [-2.2657, 0.3397, 3.5989], [-2.7577, 2.7337, 3.1654], [-1.2434, 3.9866, 1.6213], [0.5193, 2.7288, 0.4099], [3.5770, 2.4419, 0.0603], [2.8339, 0.4955, 0.6776], [2.8330, 0.5442, 1.7698], [3.6263, -0.1996, 0.3790]]}

{"formula": "C22H29BaN8O2", "method": "the ωB97M-V functional and the def2-TZVPD basis", "spin_multiplicity": 1, "largest_force_ev_per_a": 1.34, "charge": 1, "lumo_ev": -2.54, "elements": ["Ba", "N", "C", "C", "N", "C", "C", "N", "C", "C", "N", "H", "H", "H", "H", "H", "H", "H", "H", "H", "H", "H", "H", "H", "H", "H", "H", "H", "H", "O", "C", "O", "C", "C", "C", "C", "C", "N", "H", "H", "H", "H", "N", "C", "C", "C", "C", "C", "C", "C", "N", "C", "C", "N", "C", "H", "H", "H", "H", "H", "H", "H"], "coordinates": [[0.0284, -0.0803, -0.0438], [0.5405, 2.5452, -1.4154], [-0.7846, 3.1875, -1.3102], [-1.2472, 3.3983, 0.1333], [-1.5027, 2.2182, 0.9802], [-2.9260, 1.8214, 0.9754], [-3.4719, 1.2738, -0.3378], [-2.7753, 0.0518, -0.7638], [-1.0540, 2.4583, 2.3665], [0.4529, 2.3942, 2.5989], [0.9684, 1.0193, 2.5092], [1.2432, 3.1297, -0.9709], [0.8223, 2.5096, -2.3899], [-1.5016, 2.5835, -1.8663], [-0.7769, 4.1811, -1.7692], [-2.1546, 4.0167, 0.0893], [-0.4952, 4.0212, 0.6245], [-3.5554, 2.6730, 1.2723], [-3.0551, 1.0529, 1.7420], [-3.3870, 2.0208, -1.1283], [-4.5443, 1.0976, -0.2091], [-3.1510, -0.3046, -1.6345], [-2.9102, -0.6934, -0.0811], [-1.5222, 1.7042, 3.0044], [-1.4277, 3.4277, 2.7244], [0.6595, 2.8400, 3.5766], [0.9790, 3.0129, 1.8677], [0.5694, 0.4576, 3.2561], [1.9718, 0.9891, 2.6502], [-1.0586, -4.3638, 0.6353], [-0.7781, -3.3128, 0.1038], [-0.7300, -2.1424, 0.6652], [-0.4238, -3.3122, -1.3940], [-0.4840, -4.5164, -2.0833], [-0.1755, -4.5330, -3.4324], [0.1869, -3.3472, -4.0519], [0.2245, -2.1938, -3.2877], [-0.0719, -2.1666, -1.9881], [-0.7738, -5.4030, -1.5381], [-0.2185, -5.4582, -3.9922], [0.4354, -3.3085, -5.1032], [0.5075, -1.2489, -3.7407], [11.2494, -1.7645, -2.9381], [10.1754, -1.7408, -2.5324], [8.8292, -1.7136, -2.0209], [8.4221, -2.6730, -1.1013], [7.1299, -2.6527, -0.6056], [6.2427, -1.6733, -1.0326], [6.6468, -0.7136, -1.9532], [7.9397, -0.7336, -2.4449], [4.9097, -1.6600, -0.5214], [4.3185, -2.6228, 0.2761], [3.0490, -2.2026, 0.4978], [2.8329, -0.9957, -0.1343], [3.9636, -0.7059, -0.7273], [9.1150, -3.4338, -0.7707], [6.8362, -3.3996, 0.1154], [5.9706, 0.0491, -2.3077], [8.2574, 0.0097, -3.1625], [4.8341, -3.5096, 0.5909], [2.2768, -2.7023, 1.0613], [4.1650, 0.1719, -1.3160]]}

{"formula": "C4H3N3O", "method": "the ωB97M-V functional and the def2-TZVPD basis", "spin_multiplicity": 1, "largest_force_ev_per_a": 9.08, "charge": 0, "lumo_ev": -1.35, "elements": ["C", "C", "C", "C", "H", "H", "H", "N", "N", "N", "O"], "coordinates": [[-1.8927, 0.5191, 0.3319], [-0.4964, 0.1505, 0.0522], [0.5374, 1.1980, -0.2973], [2.0386, -0.3303, 0.1402], [-2.1340, 1.6841, 1.1684], [-0.2274, 2.0719, -0.3452], [3.1875, -0.4732, 0.6653], [1.7972, 1.0054, -0.1008], [1.2193, -1.2532, -0.0448], [-0.1706, -1.0761, 0.0060], [-2.7336, -0.4050, -0.2341]]}

{"formula": "C21H25N3O3", "method": "the ωB97M-V functional and the def2-TZVPD basis", "spin_multiplicity": 1, "largest_force_ev_per_a": 0.75, "charge": 0, "lumo_ev": 0.51, "smiles": "CC(=O)Nc1ccc(OC[C@@H](O)Cn2c(C(C)C)nc3ccccc32)cc1", "elements": ["C", "C", "O", "N", "C", "C", "C", "C", "O", "C", "C", "O", "C", "N", "C", "C", "C", "C", "N", "C", "C", "C", "C", "C", "C", "C", "C", "H", "H", "H", "H", "H", "H", "H", "H", "H", "H", "H", "H", "H", "H", "H", "H", "H", "H", "H", "H", "H", "H", "H", "H", "H"], "coordinates": [[7.4786, 0.0609, 4.4813], [6.0431, 0.2916, 4.0511], [5.2711, 0.9890, 4.6663], [5.7383, -0.3772, 2.8999], [4.5290, -0.4171, 2.1971], [4.4748, -1.1698, 1.0290], [3.3103, -1.2576, 0.2869], [2.1712, -0.5868, 0.7109], [0.9666, -0.6006, 0.0629], [0.8249, -1.3864, -1.1010], [-0.6485, -1.2796, -1.5268], [-1.4897, -1.7899, -0.5336], [-0.9823, 0.1959, -1.8623], [-2.3926, 0.4488, -1.8304], [-3.3456, 0.1785, -2.7824], [-3.0505, -0.4667, -4.0960], [-3.5324, -1.9205, -4.0448], [-3.7578, 0.2939, -5.2176], [-4.5464, 0.5125, -2.4081], [-4.4256, 1.0158, -1.1401], [-5.3881, 1.5126, -0.2695], [-4.9670, 1.9514, 0.9682], [-3.6239, 1.9039, 1.3442], [-2.6515, 1.4158, 0.4939], [-3.0670, 0.9740, -0.7517], [2.2246, 0.1711, 1.8798], [3.3850, 0.2589, 2.6169], [7.6556, -0.9991, 4.6514], [8.1634, 0.4138, 3.7128], [7.6649, 0.6059, 5.4018], [6.4798, -0.9226, 2.4824], [5.3547, -1.6986, 0.6893], [3.3085, -1.8501, -0.6142], [1.4790, -1.0216, -1.9040], [1.0617, -2.4362, -0.8871], [-0.8153, -1.9127, -2.4043], [-1.3239, -1.2989, 0.2821], [-0.5711, 0.4490, -2.8438], [-0.5126, 0.8381, -1.1127], [-1.9702, -0.4552, -4.2765], [-3.2949, -2.4311, -4.9755], [-3.0652, -2.4536, -3.2196], [-4.6085, -1.9372, -3.8956], [-3.3750, 1.3091, -5.2934], [-4.8210, 0.3434, -5.0029], [-3.6063, -0.2096, -6.1697], [-6.4251, 1.5466, -0.5626], [-5.6901, 2.3417, 1.6694], [-3.3393, 2.2561, 2.3249], [-1.6145, 1.3838, 0.7981], [1.3352, 0.6897, 2.2009], [3.4142, 0.8465, 3.5184]]}

{"formula": "CHPS3", "method": "the ωB97M-V functional and the def2-TZVPD basis", "spin_multiplicity": 1, "largest_force_ev_per_a": 2.68, "charge": 0, "lumo_ev": -2.12, "elements": ["C", "P", "S", "S", "S", "H"], "coordinates": [[0.0141, -0.9677, 0.0846], [1.7295, 0.7058, -0.2178], [0.7741, 2.1704, 0.4656], [-0.0151, -2.5475, 0.6783], [-1.4336, -0.2585, -0.2326], [-1.0690, 0.8976, -0.7781]]}

{"formula": "C4H10O3", "method": "the ωB97M-V functional and the def2-TZVPD basis", "spin_multiplicity": 1, "largest_force_ev_per_a": 2.42, "charge": 0, "lumo_ev": 0.96, "smiles": "COC[C@@H]1CO1.O", "elements": ["C", "O", "C", "C", "C", "O", "H", "H", "H", "H", "H", "H", "H", "H", "O", "H", "H"], "coordinates": [[2.5944, 0.6258, -0.3460], [1.6301, -0.1390, 0.3245], [0.5109, -0.3855, -0.4819], [-0.5048, -1.1075, 0.3542], [-1.8926, -1.1342, -0.0685], [-1.3325, -0.3329, 1.1853], [3.4216, 0.7642, 0.3513], [2.1986, 1.6080, -0.6412], [2.9641, 0.1200, -1.2524], [0.0776, 0.5487, -0.8690], [0.7802, -1.0173, -1.3474], [-0.1100, -1.9940, 0.8574], [-2.5638, -1.9124, 0.2499], [-2.2017, -0.6113, -0.9600], [-1.9048, 1.8134, -0.2288], [-1.6344, 1.2569, 0.5343], [-2.8546, 1.9037, -0.1114]]}

{"formula": "C20H22GeIrN3O2SSe", "method": "the ωB97M-V functional and the def2-TZVPD basis", "spin_multiplicity": 5, "largest_force_ev_per_a": 0.70, "charge": 0, "lumo_ev": [-0.44, -1.86], "elements": ["Ir", "O", "S", "O", "N", "C", "C", "C", "C", "C", "C", "C", "C", "N", "C", "C", "C", "C", "C", "C", "C", "H", "H", "H", "H", "H", "H", "H", "H", "H", "H", "H", "C", "Ge", "C", "C", "C", "H", "H", "H", "H", "H", "H", "H", "H", "H", "H", "H", "Se", "C", "N"], "coordinates": [[-0.8284, 0.8218, -0.0300], [2.9260, 1.3298, -0.8531], [1.9229, 0.3170, -0.9761], [0.7911, 0.5383, -1.8853], [1.1163, 0.0083, 0.3709], [1.6491, 0.0403, 1.6608], [2.9635, -0.0965, 2.0165], [3.3343, -0.0971, 3.3815], [2.4075, 0.0337, 4.3742], [1.0416, 0.1940, 4.0337], [0.0066, 0.3530, 4.9843], [-1.2824, 0.5185, 4.5701], [-1.5561, 0.5462, 3.1877], [-0.6214, 0.3974, 2.2862], [0.6723, 0.2090, 2.6811], [2.7103, -1.1729, -1.4634], [1.9247, -2.2884, -1.7341], [2.5455, -3.4674, -2.1049], [3.9323, -3.5232, -2.2020], [4.7027, -2.4029, -1.9320], [4.0930, -1.2120, -1.5590], [3.7234, -0.1990, 1.2541], [4.3810, -0.2061, 3.6343], [2.6984, 0.0269, 5.4167], [0.2535, 0.3464, 6.0393], [-2.0921, 0.6429, 5.2750], [-2.5636, 0.7026, 2.8209], [0.8465, -2.2233, -1.6600], [1.9497, -4.3439, -2.3229], [4.4125, -4.4480, -2.4951], [5.7803, -2.4509, -2.0166], [4.6689, -0.3189, -1.3582], [-5.3321, 0.4499, -2.0624], [-3.3882, 0.5626, -1.9863], [-2.5735, -0.8387, -3.0660], [-2.8075, 2.3155, -2.6080], [-2.8180, 0.2755, -0.1191], [-5.6756, 0.5896, -3.0887], [-5.7758, 1.2285, -1.4406], [-5.6805, -0.5204, -1.7070], [-2.8671, -0.7375, -4.1116], [-2.8812, -1.8247, -2.7134], [-1.4853, -0.7688, -3.0065], [-3.2021, 2.5123, -3.6060], [-1.7186, 2.3789, -2.6567], [-3.1581, 3.0998, -1.9351], [-2.9580, -0.7667, 0.1767], [-3.3770, 0.9263, 0.5607], [-1.0889, 5.7029, -0.3108], [-0.9109, 3.9936, 0.0194], [-0.8117, 2.8458, 0.2669]]}

{"formula": "C5H15N2", "method": "the ωB97M-V functional and the def2-TZVPD basis", "spin_multiplicity": 1, "largest_force_ev_per_a": 1.37, "charge": 1, "lumo_ev": -8.47, "elements": ["C", "N", "C", "C", "N", "C", "C", "H", "H", "H", "H", "H", "H", "H", "H", "H", "H", "H", "H", "H", "H", "H"], "coordinates": [[-2.0238, -1.6141, -0.1407], [-0.9512, 1.3507, -0.7200], [-2.0426, 1.8667, 0.0104], [-1.4581, -2.0629, 0.9646], [0.9977, 0.4844, 0.4913], [1.9986, 0.2448, -0.4885], [3.0682, -0.7292, 0.0578], [-1.6159, -0.8124, -0.7585], [-3.0299, -1.8283, -0.4944], [-0.9231, 1.6344, -1.6969], [-2.9819, 1.5983, -0.5061], [-2.0871, 2.9583, 0.1229], [-2.1587, 1.3688, 0.9741], [-1.8273, -2.9204, 1.5101], [-0.4594, -1.7025, 1.2060], [1.3233, 1.1711, 1.1846], [-0.0549, 1.0188, -0.1038], [2.5368, 1.1561, -0.7687], [1.5262, -0.2146, -1.3568], [3.6580, -1.1017, -0.7824], [3.8281, -0.2766, 0.6979], [2.6771, -1.5895, 0.5970]]}

{"formula": "C3H5Cl", "method": "the ωB97M-V functional and the def2-TZVPD basis", "spin_multiplicity": 1, "largest_force_ev_per_a": 4.54, "charge": 0, "lumo_ev": 1.12, "smiles": "C/C=C/Cl", "elements": ["C", "C", "C", "Cl", "H", "H", "H", "H", "H"], "coordinates": [[-1.2396, -0.1622, 0.0618], [0.2582, 0.0052, 0.4260], [1.3578, 0.1985, -0.3246], [3.0115, 0.0311, 0.1221], [-1.4737, -1.0453, -0.5488], [-2.0740, -0.1990, 0.7790], [-1.6352, 0.7135, -0.4298], [0.3960, 0.1372, 1.4926], [1.3991, 0.3210, -1.5783]]}

{"formula": "C23H32N6O2", "method": "the ωB97M-V functional and the def2-TZVPD basis", "spin_multiplicity": 1, "largest_force_ev_per_a": 1.25, "charge": 0, "lumo_ev": 0.15, "smiles": "CCCCCCn1c(N)c(C(=O)NCCN2CCOCC2)c2nc3ccccc3nc21", "elements": ["C", "C", "C", "C", "C", "C", "N", "C", "N", "C", "C", "O", "N", "C", "C", "N", "C", "C", "O", "C", "C", "C", "N", "C", "C", "C", "C", "C", "C", "N", "C", "H", "H", "H", "H", "H", "H", "H", "H", "H", "H", "H", "H", "H", "H", "H", "H", "H", "H", "H", "H", "H", "H", "H", "H", "H", "H", "H", "H", "H", "H", "H", "H"], "coordinates": [[-7.4977, -0.9609, -2.7821], [-6.4587, -1.2931, -1.7184], [-6.0127, -0.0484, -0.9546], [-4.9686, -0.3728, 0.1112], [-4.5337, 0.8754, 0.8755], [-3.4764, 0.5844, 1.9444], [-2.2311, 0.1428, 1.3680], [-1.7876, -1.1425, 1.1887], [-2.4248, -2.2448, 1.6074], [-0.5338, -1.1515, 0.5753], [0.1745, -2.3758, 0.2372], [-0.2858, -3.4915, 0.4992], [1.3354, -2.1815, -0.4163], [2.2806, -3.2340, -0.6774], [3.5607, -2.9923, 0.1338], [4.0450, -1.6478, -0.1178], [4.7451, -1.0374, 0.9952], [4.9798, 0.4367, 0.6619], [5.7358, 0.5832, -0.5186], [5.0941, -0.0506, -1.5998], [4.8523, -1.5334, -1.3171], [-0.1797, 0.2036, 0.3573], [0.8804, 0.7672, -0.1798], [0.8574, 2.1222, -0.2157], [1.9505, 2.8082, -0.7803], [1.9650, 4.1746, -0.8286], [0.8902, 4.9191, -0.3204], [-0.1912, 4.2872, 0.2304], [-0.2360, 2.8841, 0.2967], [-1.3297, 2.2910, 0.8490], [-1.2789, 0.9926, 0.8668], [-8.3803, -0.5159, -2.3276], [-7.0921, -0.2549, -3.5033], [-7.8014, -1.8591, -3.3143], [-5.5900, -1.7564, -2.1916], [-6.8785, -2.0174, -1.0161], [-5.5953, 0.6756, -1.6579], [-6.8815, 0.4145, -0.4805], [-4.1010, -0.8298, -0.3711], [-5.3915, -1.1003, 0.8108], [-4.1220, 1.6074, 0.1787], [-5.4005, 1.3256, 1.3627], [-3.2629, 1.5045, 2.4951], [-3.8305, -0.1752, 2.6467], [-3.4106, -2.2473, 1.7969], [-1.9396, -3.0964, 1.3156], [1.6824, -1.2324, -0.4954], [1.8160, -4.1787, -0.3859], [2.5069, -3.2651, -1.7484], [3.3141, -3.0725, 1.1949], [4.3105, -3.7639, -0.1050], [4.1259, -1.1091, 1.8915], [5.7165, -1.5272, 1.1903], [5.5493, 0.9292, 1.4519], [4.0041, 0.9311, 0.5477], [5.7483, 0.0806, -2.4638], [4.1244, 0.4310, -1.7955], [4.3200, -1.9784, -2.1586], [5.8244, -2.0474, -1.2001], [2.7705, 2.2255, -1.1717], [2.8096, 4.6904, -1.2615], [0.9220, 5.9977, -0.3687], [-1.0311, 4.8380, 0.6255]]}

{"formula": "C3H7O2P", "method": "the ωB97M-V functional and the def2-TZVPD basis", "spin_multiplicity": 1, "largest_force_ev_per_a": 1.61, "charge": 0, "lumo_ev": 0.81, "smiles": "C[P@H](=O)CC=O", "elements": ["C", "P", "O", "C", "C", "O", "H", "H", "H", "H", "H", "H", "H"], "coordinates": [[-1.9139, 0.5150, 0.3211], [-0.1080, 0.7751, 0.2166], [0.2882, 1.9474, -0.5607], [0.5607, -0.8018, -0.4743], [2.0351, -0.7276, -0.2388], [2.5108, -0.0286, 0.6082], [-2.3065, 0.3991, -0.6880], [-2.1693, -0.3513, 0.9236], [-2.3531, 1.4100, 0.7578], [0.3097, 0.7678, 1.5375], [0.1518, -1.6782, 0.0303], [0.3277, -0.8686, -1.5398], [2.6669, -1.3584, -0.8934]]}